Here is a 6-piece molecular cluster, C48H64BCl2F40INO14PS overall from the Open Molecules 2025 dataset. Energies are from wB97M-V/def2-TZVPD.

ORCA input file:
```
! wB97M-V def2-TZVPD RIJCOSX def2/J DEFGRID3
* xyz 0 1
C -7.1111 -3.8416 -4.1846
C -7.1749 -2.5545 -3.3230
O -6.4046 -1.5779 -3.9864
C -6.0298 -0.4890 -3.1557
C -4.5721 -0.1201 -3.4321
C -3.9487 0.7400 -2.3190
C -2.8523 -0.0389 -1.5294
C -3.4528 -1.4024 -1.1229
C -3.0057 -2.1705 0.1191
C -3.4487 -1.4898 1.4492
C -4.1074 -0.1143 1.3431
O -4.6393 0.1649 2.6658
C -4.9125 1.4932 2.8057
O -6.0090 1.8293 2.8991
C -3.8197 2.5413 2.8926
C -4.2173 3.8629 2.2174
O -3.9149 -3.3346 0.1358
S -3.7620 -4.4643 -0.9608
O -4.5845 -4.1825 -2.0920
O -4.2388 -5.6644 -0.3565
C -2.0266 -4.7541 -1.2725
C -1.6675 -5.5897 -2.5319
C -2.7993 -5.8945 -3.5300
C -1.0728 -6.9883 -2.1373
C -0.1530 -7.4949 -3.2546
C -1.1077 -3.4790 -1.0925
N 0.2220 -4.0897 -1.0177
P -0.9942 -2.4205 -2.7365
O -2.1617 -2.9576 -3.7877
I 1.1335 -2.9792 -3.8992
C -1.5075 -2.6218 0.1694
B -1.2899 -3.6590 1.4010
O -0.0516 -4.1493 1.7328
O -2.3141 -4.0919 2.2474
C -0.6487 -1.3741 0.4997
Cl 0.7711 -1.0344 -0.5862
C -0.1030 -1.1537 1.9562
C -0.0209 0.3848 2.1716
Cl 1.6143 -1.6860 2.2164
H -8.1019 -4.2383 -4.4024
H -6.5628 -3.6292 -5.1016
H -6.5562 -4.6360 -3.6827
H -6.7867 -2.8223 -2.3365
H -8.2352 -2.2817 -3.2677
H -6.1913 -0.7894 -2.1118
H -6.6814 0.3792 -3.3184
H -4.6206 0.4934 -4.3280
H -3.9862 -0.9938 -3.7110
H -4.6990 1.0394 -1.5769
H -3.5001 1.6423 -2.7344
H -2.0079 -0.0881 -2.2147
H -2.5560 0.6298 -0.7170
H -4.5255 -1.2401 -1.0204
H -3.4172 -1.9880 -2.0460
H -2.6355 -1.3715 2.1656
H -4.1722 -2.1118 1.9741
H -3.3302 0.6347 1.1768
H -4.9484 -0.0421 0.6568
H -2.9247 2.2028 2.3564
H -3.4832 2.7419 3.9095
H -5.2222 4.1585 2.4996
H -3.5256 4.6485 2.5218
H -4.1046 3.7945 1.1349
H -1.7667 -5.4801 -0.4913
H -0.8564 -5.1502 -3.1131
H -2.3404 -6.3736 -4.3978
H -3.3416 -5.0344 -3.9066
H -3.5118 -6.6173 -3.1271
H -0.5436 -6.9579 -1.1816
H -1.9308 -7.6622 -2.0789
H 0.5792 -6.7092 -3.4692
H 0.3781 -8.4034 -2.9717
H -0.6756 -7.7151 -4.1840
H 0.2105 -5.0510 -0.7025
H 0.8829 -3.6022 -0.4257
H -1.7407 -3.1855 -4.6295
H -0.0103 -4.1686 2.6990
H -2.5450 -4.9858 1.9518
H -1.2649 -0.4905 0.3508
H -0.7496 -1.4474 2.7823
H -1.0636 0.7180 2.2817
H 0.4705 0.6136 3.1123
H 0.4030 0.9083 1.3179
F 7.1350 1.6670 3.4970
C 7.3988 1.5242 4.8114
F 8.3898 0.6067 4.8982
C 6.1638 1.0618 5.5913
F 5.7709 -0.1645 5.1743
F 6.5414 0.9195 6.8919
C 4.9526 2.0185 5.5747
O 3.9188 1.7133 4.6386
C 4.0489 2.1878 3.3429
F 5.0894 3.0381 3.2484
F 2.9398 2.9159 3.0800
C 4.1390 1.0461 2.3304
F 5.2046 0.2581 2.5897
F 4.2883 1.5436 1.0795
H 7.7807 2.4733 5.1989
H 4.4744 1.9112 6.5476
H 5.2555 3.0632 5.5226
H 3.2452 0.4221 2.3572
F -2.9430 -1.4089 -9.9486
C -1.7747 -2.0527 -10.1603
F -1.9775 -2.9402 -11.1645
C -1.3146 -2.7933 -8.9067
F -2.1987 -3.7592 -8.5742
F -0.1492 -3.4288 -9.2204
C -1.0296 -1.9198 -7.6764
O -2.0641 -1.8435 -6.7113
C -3.0613 -0.8999 -6.8981
F -2.7473 -0.0830 -7.9236
F -3.0832 -0.1388 -5.7836
C -4.4380 -1.5415 -7.0661
F -4.4551 -2.3501 -8.1484
F -5.3674 -0.5778 -7.2567
H -1.0219 -1.3300 -10.4887
H -0.2056 -2.4033 -7.1512
H -0.6531 -0.9340 -7.9494
H -4.7040 -2.1275 -6.1819
F 8.4416 -4.8914 2.0691
C 7.1995 -4.6667 2.5479
F 6.3534 -5.4836 1.8715
C 6.7773 -3.2123 2.3490
F 6.7076 -2.9148 1.0330
F 5.5074 -3.0925 2.8359
C 7.6304 -2.1530 3.0648
O 8.6126 -1.5039 2.2745
C 9.8471 -2.1019 2.1382
F 9.9581 -3.1689 2.9541
F 10.7651 -1.1983 2.5513
C 10.1445 -2.4587 0.6824
F 9.2306 -3.3287 0.2061
F 11.3590 -3.0507 0.5929
H 7.1692 -4.9434 3.6057
H 6.9424 -1.3576 3.3436
H 8.0411 -2.5121 4.0088
H 10.1355 -1.5639 0.0564
F 5.7151 7.3642 0.2407
C 6.3514 6.8474 1.3133
F 6.9630 7.8748 1.9537
C 7.3915 5.8093 0.8980
F 8.3616 6.3814 0.1529
F 7.9956 5.3664 2.0402
C 6.8528 4.5695 0.1690
O 6.9544 4.5757 -1.2438
C 5.9498 5.1837 -1.9686
F 4.9240 5.5346 -1.1682
F 5.4738 4.2556 -2.8283
C 6.4760 6.3672 -2.7789
F 7.0017 7.3067 -1.9657
F 5.4606 6.9412 -3.4660
H 5.6119 6.4125 1.9924
H 7.4881 3.7403 0.4781
H 5.8514 4.2974 0.5046
H 7.2454 6.0420 -3.4823
F -2.9918 7.3736 5.1888
C -2.6056 7.1511 6.4642
F -1.6353 6.2035 6.4325
C -3.7716 6.6632 7.3209
F -4.2231 5.4714 6.8718
F -3.2827 6.4426 8.5746
C -4.9531 7.6345 7.4658
O -6.0610 7.4020 6.6166
C -6.0318 7.9441 5.3477
F -4.9767 8.7707 5.2019
F -7.1422 8.7030 5.2219
C -6.0613 6.8593 4.2738
F -4.9876 6.0484 4.3883
F -6.0197 7.4204 3.0429
H -2.1740 8.0692 6.8728
H -5.3464 7.4787 8.4694
H -4.6336 8.6766 7.4435
H -6.9667 6.2541 4.3556
*
```

HOMO-LUMO gap = 8.077 eV
Structure (SMILES) = CCOCCCCC[C@@]1(CCOC(=O)CC)OS(=O)(=O)[C@@H]([C@H](C)CC)[C@@](N)(P(O)I)[C@@]1(B(O)O)[C@H](Cl)[C@H](C)Cl.FC(F)C(F)(F)COC(F)(F)C(F)F.FC(F)C(F)(F)COC(F)(F)C(F)F.FC(F)C(F)(F)COC(F)(F)C(F)F.FC(F)C(F)(F)COC(F)(F)C(F)F.FC(F)C(F)(F)COC(F)(F)C(F)F